The following is a quantum chemistry calculation of 2 unconnected molecules or ions with the total composition C9H16BCl2N4O2, from the Open Molecules 2025 dataset.

The lowest unoccupied orbital energy comes out at -3.464 eV. The charge is +1. The energy is -45358.261 eV.

Cartesian coordinates (Å):
C (2.54368, -0.00894, -1.32586)
C (1.30471, 0.46634, -1.27666)
C (-0.01778, 1.32120, -0.83765)
N (-1.23918, 0.56067, -1.21230)
C (-1.93682, 1.01063, -2.49956)
B (-1.66106, -0.06080, -3.73461)
O (-2.66905, -1.08051, -4.05686)
O (-0.40679, -0.00454, -4.45977)
C (-1.83581, -0.43923, -0.55118)
N (-3.06488, -1.21029, -0.84386)
C (-3.36163, -2.19517, 0.19219)
N (-2.23481, -2.00487, 1.10394)
N (-1.37180, -1.03261, 0.69328)
C (-0.20048, -0.83977, 1.59604)
H (3.68887, -0.20434, -1.33351)
H (0.04652, 2.29893, -1.46273)
H (0.00802, 1.60656, 0.28940)
H (-1.64213, 2.08501, -2.80571)
H (-3.06828, 1.06375, -2.21055)
H (-2.65536, -1.78580, -3.36423)
H (0.30621, -0.30705, -3.82709)
H (-4.25018, -2.91547, 0.24409)
H (-2.13197, -2.57001, 1.96241)
H (-0.20220, -1.65974, 2.41850)
H (-0.11419, 0.23439, 2.04658)
H (0.80160, -0.99464, 1.01534)
Cl (3.31553, -0.72603, 1.95531)
C (3.81945, 0.79422, 2.73552)
C (2.68351, 1.45313, 3.49488)
Cl (1.41980, 2.08699, 2.40729)
H (4.22298, 1.45352, 1.96379)
H (4.62858, 0.54200, 3.42463)
H (3.06367, 2.30366, 4.06524)
H (2.21129, 0.75879, 4.19370)

Atomic forces in eV per Å
-6.220 3.327 0.510
6.471 -1.463 0.996
2.148 -0.734 -0.360
-0.943 0.686 -0.972
-1.811 0.417 0.018
0.022 -1.571 -1.010
2.493 1.495 1.229
-1.501 -0.798 2.438
-1.752 -4.344 3.842
0.691 -0.751 1.970
5.849 5.288 -1.199
-4.503 -1.917 -1.972
-0.350 0.765 -1.117
2.206 0.365 0.260
-2.833 0.140 -0.214
-0.422 -1.872 1.156
0.099 -0.778 -2.089
-0.113 -1.817 0.853
1.982 -0.178 -0.774
-0.374 0.907 -0.701
-0.737 0.744 -1.067
1.726 1.285 0.022
0.471 0.931 -0.718
-0.227 1.615 -1.423
-0.620 -2.223 -0.704
-1.991 0.255 0.834
0.028 -0.061 0.026
0.102 0.303 0.131
0.369 -0.192 0.298
0.065 0.257 0.021
-0.155 -0.115 0.076
-0.170 0.025 -0.015
-0.035 -0.070 -0.153
0.036 0.077 -0.192

The following is a quantum chemistry calculation of 5 unconnected molecules or ions with the total composition C16H39BBrN5O7P, from the Open Molecules 2025 dataset.

The lowest unoccupied orbital energy comes out at 2.013 eV. The charge is -1. The energy is -119021.093 eV.

Cartesian coordinates (Å):
N (-3.32418, -0.47536, -0.55672)
B (-3.16967, -1.24995, -1.79504)
O (-3.69691, -0.66514, -2.96130)
C (-2.41024, -2.60378, -1.79575)
C (-0.96032, -2.34040, -2.26865)
C (-0.70400, -2.19541, -3.78309)
C (0.64199, -1.55239, -4.01928)
Br (0.91614, -0.92738, -5.85218)
P (-3.11353, -3.96532, -2.59682)
O (-3.67734, -3.52603, -4.15338)
O (-4.65889, -4.00757, -1.95125)
H (-3.88704, -0.95776, 0.12862)
H (-3.66668, 0.47525, -0.67368)
H (-3.65870, 0.29804, -2.95268)
H (-0.62788, -1.40798, -1.78582)
H (-0.32957, -3.14865, -1.88806)
H (-0.70028, -3.18981, -4.23776)
H (-1.50930, -1.63612, -4.26305)
H (1.46138, -2.23946, -3.82164)
H (0.77232, -0.67996, -3.38990)
H (-3.24186, -4.10162, -4.79131)
H (-5.19050, -3.30974, -2.36101)
C (0.78419, -5.04920, 1.84055)
C (0.28339, -4.17400, 0.70064)
O (1.09189, -3.55522, 0.00882)
N (-1.04690, -4.11852, 0.51387)
C (-2.06315, -4.82052, 1.25849)
H (1.86865, -4.98264, 1.85905)
H (0.38756, -4.71166, 2.79927)
H (0.49245, -6.09058, 1.69690)
H (-1.42862, -3.50370, -0.23332)
H (-2.65409, -5.45210, 0.59177)
H (-2.74781, -4.11319, 1.73214)
H (-1.62043, -5.44525, 2.03037)
C (-3.50767, 4.76432, 0.82085)
C (-3.09705, 3.36893, 0.41394)
O (-3.86522, 2.58456, -0.12543)
N (-1.82495, 2.98898, 0.67481)
C (-0.72389, 3.72271, 1.27532)
H (-4.54918, 4.89916, 0.54438)
H (-3.39822, 4.90505, 1.89683)
H (-2.89947, 5.51314, 0.31231)
H (-1.64793, 2.03262, 0.39614)
H (0.11172, 3.74385, 0.57792)
H (-0.39300, 3.21213, 2.18297)
H (-1.02806, 4.73444, 1.53383)
C (1.15168, 1.45346, -1.37872)
C (2.19009, 1.93293, -0.39345)
O (2.08375, 3.02418, 0.16484)
N (3.23468, 1.12281, -0.12688)
C (3.49219, -0.19257, -0.67997)
H (0.38696, 2.22064, -1.47122)
H (1.59306, 1.27909, -2.36071)
H (0.68615, 0.52438, -1.04393)
H (3.89816, 1.49542, 0.54763)
H (3.52824, -0.94519, 0.10817)
H (4.44546, -0.20755, -1.21163)
H (2.70813, -0.47496, -1.37510)
C (2.90031, 2.72701, 3.16310)
C (4.39553, 2.82767, 2.98760)
O (4.99018, 2.19267, 2.12686)
N (5.08040, 3.65396, 3.81977)
C (4.55111, 4.47652, 4.88426)
H (2.54281, 2.03811, 2.40705)
H (2.63714, 2.35288, 4.15387)
H (2.42233, 3.69250, 2.99991)
H (6.07266, 3.67520, 3.64521)
H (4.75922, 5.53319, 4.70528)
H (4.98531, 4.20178, 5.84770)
H (3.47531, 4.34911, 4.94764)

Atomic forces in eV per Å
0.012 0.357 -0.633
-0.231 0.035 0.656
0.820 0.067 -0.375
-0.371 0.248 -0.994
-0.240 -0.159 0.287
-0.134 -0.124 -0.121
0.047 -0.178 0.278
0.033 0.019 -0.149
0.029 -0.356 0.416
0.145 0.027 -0.246
-0.173 0.024 0.051
0.429 -0.107 0.295
-0.203 -0.171 0.217
-0.449 -0.053 0.235
0.194 -0.143 0.083
0.352 0.194 -0.121
-0.095 0.020 -0.059
0.030 0.117 0.109
0.015 0.007 -0.016
-0.010 0.196 -0.041
-0.109 0.043 0.081
0.097 -0.071 0.025
0.090 -0.019 -0.036
-0.089 -0.003 0.051
-0.066 -0.045 0.180
0.234 0.232 -0.093
0.002 -0.045 0.003
-0.009 0.011 -0.016
-0.016 -0.026 0.011
-0.006 -0.007 0.029
-0.122 -0.046 -0.055
0.003 0.012 -0.017
0.003 0.000 0.013
-0.053 -0.010 0.011
-0.093 0.003 -0.059
0.301 -0.301 0.058
-0.318 0.385 -0.042
-0.035 -0.114 0.013
-0.222 -0.163 -0.157
0.002 0.004 0.001
0.028 0.010 -0.002
0.013 0.011 0.021
0.015 -0.012 0.000
0.073 0.178 0.175
0.024 0.085 0.045
-0.025 -0.017 -0.037
-0.066 0.032 0.013
0.099 -0.120 0.011
0.089 0.082 -0.083
0.010 0.066 -0.012
0.029 0.002 0.047
0.017 0.005 -0.002
-0.002 -0.028 -0.003
0.015 -0.027 -0.031
-0.010 -0.024 0.010
-0.063 -0.017 -0.020
-0.011 0.025 -0.028
-0.012 -0.055 0.014
0.084 -0.127 -0.051
-0.076 -0.018 -0.053
0.036 0.004 0.037
0.039 0.013 0.042
0.060 0.002 -0.019
-0.117 0.023 0.025
0.040 0.052 0.030
-0.020 -0.007 0.001
-0.005 0.000 -0.016
-0.032 0.006 -0.016
-0.025 -0.022 0.008
-0.005 0.014 0.015

The following is a quantum chemistry calculation of a molecular structure, C34H20Br2F4N2OPPt, from the Open Molecules 2025 dataset.

The value obtained for the relative energy (zero: lowest compared OMol25 entry of this formula, charge and spin) is 9.8 kJ/mol. The lowest unoccupied orbital energy comes out at -3.708 eV. The charge is +1. The energy is -204096.929 eV.

Cartesian coordinates (Å):
Pt (0.78739, 0.53714, 0.02019)
Br (4.76677, 4.05428, -5.13933)
C (3.62053, 2.98293, -4.09135)
C (2.52845, 2.33320, -4.69667)
C (1.68353, 1.55557, -3.95455)
C (1.85943, 1.38633, -2.56192)
O (1.00113, 0.62170, -1.94982)
C (2.97805, 2.03020, -1.96168)
C (3.33701, 1.89123, -0.59192)
N (2.64425, 1.28631, 0.32089)
C (3.07472, 1.15797, 1.66263)
C (4.34650, 1.34744, 2.13394)
C (4.61377, 1.25715, 3.51465)
C (3.61451, 0.99160, 4.40856)
C (2.29625, 0.76808, 3.94936)
C (1.20331, 0.51614, 4.81031)
C (-0.04189, 0.34105, 4.28092)
C (-0.20296, 0.35643, 2.88589)
N (0.79786, 0.53882, 2.05290)
C (2.04458, 0.80930, 2.56906)
C (3.84337, 2.82311, -2.75852)
H (2.36152, 2.45100, -5.75896)
H (0.85248, 1.04460, -4.42215)
H (4.28271, 2.34292, -0.29949)
H (5.16150, 1.56381, 1.45658)
H (5.62575, 1.41045, 3.86257)
H (3.81698, 0.94306, 5.47028)
H (1.36687, 0.47977, 5.87987)
H (-0.90808, 0.17263, 4.90391)
H (-1.18002, 0.19525, 2.45504)
H (4.69230, 3.30477, -2.28949)
F (-6.48815, 2.05463, 0.37919)
C (-5.30276, 1.49139, 0.23835)
C (-5.19653, 0.12178, 0.09046)
F (-6.28027, -0.63794, 0.08220)
C (-3.94212, -0.44129, -0.05628)
F (-3.89163, -1.76231, -0.23753)
C (-2.76876, 0.30921, -0.03426)
P (-1.19301, -0.58160, -0.29901)
C (-1.45993, -1.25795, -1.95142)
C (-1.59282, -0.34031, -2.99498)
C (-1.86157, -0.78899, -4.27544)
C (-1.98649, -2.15144, -4.52030)
C (-1.85622, -3.06239, -3.48389)
C (-1.59900, -2.61893, -2.19408)
C (-1.12501, -1.96806, 0.87265)
C (0.01991, -2.76252, 0.75683)
C (0.23574, -3.80850, 1.63758)
C (-0.67704, -4.05742, 2.65552)
C (-1.80483, -3.26245, 2.78476)
C (-2.03246, -2.22242, 1.89276)
C (-2.90418, 1.70118, 0.06881)
Br (-1.48033, 2.92395, -0.09556)
C (-4.15792, 2.27246, 0.21485)
F (-4.30583, 3.58720, 0.31801)
H (-1.48795, 0.72008, -2.79557)
H (-1.97453, -0.07957, -5.08476)
H (-2.19237, -2.50194, -5.52297)
H (-1.96499, -4.12159, -3.67432)
H (-1.51970, -3.33296, -1.38490)
H (0.74350, -2.55772, -0.02444)
H (1.11819, -4.42564, 1.53423)
H (-0.50679, -4.87149, 3.34745)
H (-2.51785, -3.45266, 3.57589)
H (-2.91491, -1.60805, 2.01843)

Atomic forces in eV per Å
0.000 -0.129 -0.087
0.001 -0.002 -0.002
-0.045 -0.026 -0.024
0.051 0.030 0.046
-0.014 -0.019 -0.065
0.236 0.019 0.053
-0.226 0.023 -0.130
-0.050 -0.055 0.086
0.014 -0.024 -0.048
-0.008 0.037 -0.049
-0.034 0.021 0.029
0.001 0.015 -0.036
-0.063 -0.025 0.061
0.070 0.016 -0.034
-0.021 -0.005 -0.003
-0.025 -0.012 -0.035
0.037 -0.002 0.000
0.008 -0.057 0.047
-0.033 0.167 0.058
0.027 -0.010 0.002
0.011 0.003 -0.011
0.006 0.004 -0.002
-0.011 -0.008 0.035
-0.013 0.007 0.008
-0.005 0.008 0.004
0.001 0.003 -0.001
0.002 0.001 -0.001
-0.006 0.006 0.001
0.005 0.000 0.006
0.023 0.027 -0.020
-0.004 0.001 0.002
0.005 -0.004 -0.002
-0.006 -0.006 0.004
-0.007 0.001 -0.004
0.002 0.006 0.000
0.030 0.002 0.009
-0.015 0.008 -0.010
-0.029 0.018 0.034
0.128 0.045 0.115
-0.006 0.007 -0.049
-0.016 -0.015 0.072
0.004 -0.003 -0.008
0.004 -0.004 -0.009
0.005 -0.007 -0.002
0.052 0.007 -0.014
0.042 -0.049 -0.133
-0.057 -0.023 0.046
-0.015 -0.004 0.019
0.023 -0.010 -0.009
-0.024 0.026 -0.015
-0.011 0.000 0.054
-0.029 -0.016 -0.002
0.001 0.007 0.078
-0.010 0.013 0.003
0.006 -0.001 -0.002
0.000 -0.001 -0.045
0.001 0.004 0.003
-0.005 0.002 0.000
0.000 0.001 -0.001
-0.009 0.001 -0.007
0.006 -0.003 0.003
0.000 0.000 -0.001
-0.001 0.000 0.000
0.003 -0.004 0.003
-0.010 -0.012 -0.020

| no. | largest force on an atom (eV Å⁻¹) |
| --- | --- |
| 1 | 8.0 |
| 2 | 1.1 |
| 3 | 0.3 |